1.
Here is a cluster of 2 separate species, C8H13IN3 in total in a non-equilibrium geometry from the OMol25 dataset. Energies are from ωB97M-V/def2-TZVPD.

Structure (XYZ):
```
25
Properties=species:S:1:pos:R:3:forces:R:3:lowdin_charge:R:1
C 0.74634 1.29845 1.63976 -0.4 1.1 -1.3 -0.02
C -0.18064 0.32113 1.45249 -0.3 -3.2 -0.5 -0.09
C 1.02580 1.37418 -0.74096 1.1 1.1 2.2 -0.02
C 1.34810 1.96231 0.50569 -2.1 -0.7 -0.4 -0.18
C -0.38818 -0.36123 0.19153 0.0 1.0 1.2 -0.06
C 1.93962 3.35682 0.75401 1.2 -3.3 1.1 -0.02
C -2.21024 -2.09597 -1.86394 -0.8 -3.0 -0.1 -0.36
C -2.79965 -0.79839 -1.66780 -1.8 0.9 2.1 -0.75
N 0.28358 0.24182 -0.79154 0.1 0.5 1.2 -0.03
N -2.11628 -2.78961 -0.55242 -0.3 0.6 -1.2 0.00
N -3.75188 -0.74152 -0.70872 3.2 -1.0 -4.3 0.20
I -2.29298 0.64102 -3.05079 -0.4 0.2 0.5 1.11
H 0.82767 1.75248 2.60670 0.5 0.0 0.5 0.11
H -0.63458 -0.31049 2.23988 0.2 1.3 0.1 0.10
H 1.35251 1.78747 -1.66874 0.2 0.1 -0.5 0.12
H 2.92828 3.37045 0.33794 0.4 0.6 -0.5 0.08
H 1.30267 4.11860 0.47575 -1.2 1.6 -1.1 0.06
H 2.05860 3.42767 1.83633 0.1 0.1 0.0 0.08
H -2.97401 -2.62828 -2.53931 1.0 0.4 0.6 0.17
H -1.24649 -2.13353 -2.35307 0.0 0.6 -0.6 0.10
H -1.38325 -2.18793 -0.14026 0.0 -0.4 0.7 0.02
H 0.16632 -0.25135 -1.62237 0.3 -0.2 -2.1 0.05
H -1.74849 -3.70968 -0.75572 0.1 -0.2 0.3 0.08
H -4.03147 -1.65417 -0.41007 0.0 -0.4 1.2 0.13
H -3.95338 0.10355 -0.30059 -1.3 2.1 1.0 0.10
```
Forces are in eV/Å.

energy above the lowest of the compared OMol25 structures with the same formula, charge and spin	260.0	kJ/mol
highest occupied orbital energy	-11.98	eV
Kohn-Sham gap	7.2	eV
total charge	+1
molecular weight	278.12	u

---

2.
Here is the ion C9H20NSi with charge +1 in a non-equilibrium geometry from the OMol25 dataset. Energies are from ωB97M-V/def2-TZVPD.

Structure (XYZ):
```
31
Properties=species:S:1:pos:R:3:forces:R:3:lowdin_charge:R:1
C 0.86126 -2.38254 0.46924 0.7 0.5 3.2 -0.21
C -0.46040 -2.10509 -0.20343 -0.7 0.7 0.8 -0.30
Si -1.06116 -0.24433 0.04376 1.4 -2.9 -0.1 0.74
C 0.60810 0.78320 -0.27463 -3.5 -1.4 0.2 -0.08
C 1.79977 0.67060 -0.62739 2.8 0.4 -1.4 -0.08
C 3.04238 0.70045 -1.08657 -1.7 -1.5 1.7 -0.08
N 4.07241 0.07630 -0.20130 -0.4 -2.4 -0.7 0.17
C -2.32433 0.04391 -1.33006 -1.2 1.2 -0.2 -0.31
C -1.98093 1.36658 -2.11545 1.6 0.2 3.4 -0.16
C -1.43625 0.08720 1.92448 -1.1 0.7 -1.6 -0.27
C -1.82775 1.52607 2.29071 -3.5 -0.7 0.5 -0.15
H 1.00230 -3.43926 0.73446 0.0 0.3 -0.1 0.07
H 1.67998 -2.09228 -0.13656 0.9 0.2 -1.0 0.02
H 1.09820 -1.77778 1.47023 -0.9 -1.2 -1.7 0.10
H -1.19040 -2.89395 0.08074 0.1 0.8 -0.1 0.09
H -0.27921 -2.24254 -1.25867 -0.3 0.1 -0.6 0.06
H 0.19722 1.66489 0.09660 0.3 2.1 1.0 0.06
H 3.37764 1.13193 -1.97845 0.5 0.2 -1.1 0.10
H 3.63256 -0.24113 0.69657 0.6 0.8 -0.7 0.18
H 4.56948 -0.81090 -0.57995 -1.1 1.8 0.3 0.21
H 4.74890 0.79194 -0.13114 1.4 0.7 1.1 0.13
H -2.43158 -0.74235 -2.14184 0.4 0.4 1.5 0.10
H -3.35093 0.22590 -0.87356 1.1 -0.6 -0.5 0.09
H -0.86562 1.36342 -2.23015 -1.0 0.1 -0.9 0.04
H -2.54764 1.28855 -3.02148 -0.1 1.1 -0.4 0.06
H -2.09188 2.25981 -1.33805 -0.5 -1.4 -2.2 0.11
H -2.25757 -0.61367 1.98976 -0.5 -0.2 0.5 0.07
H -0.71762 -0.19893 2.65538 1.0 -0.7 0.1 0.06
H -2.74068 1.93353 1.76880 0.6 -0.8 0.3 0.09
H -2.03736 1.74819 3.36998 0.5 -0.6 -0.9 0.10
H -1.08888 2.12226 1.93799 2.5 2.2 -0.6 0.00
```
Forces are in eV/Å.

structure (SMILES)	CC[Si](C=C=C[NH3+])(CC)CC
energy above the lowest of the compared OMol25 structures with the same formula, charge and spin	377.7	kJ/mol
highest occupied orbital energy	-12.73	eV
Kohn-Sham gap	9.1	eV
total charge	+1
molecular weight	170.35	u

---

3.
Here is a structure of composition C36H39N9NaO5S2 in a non-equilibrium geometry from the OMol25 dataset. Energies are from ωB97M-V/def2-TZVPD.

Structure (XYZ):
```
92
Properties=species:S:1:pos:R:3:forces:R:3:lowdin_charge:R:1
Na 1.04168 -1.06198 0.75258 1.5 0.9 -0.1 0.16
N 6.19338 -1.93218 -0.62922 0.2 -0.2 -0.1 0.01
C 4.91178 -1.61118 -0.21212 -0.1 0.2 0.0 -0.99
S 4.22608 -0.22508 -0.88612 -0.4 0.7 -0.2 0.48
N 4.40948 -2.47518 0.63138 0.8 -1.1 0.3 -0.06
N 3.28588 -2.19628 1.29918 -0.7 0.4 -0.2 0.01
C 2.71658 -3.20118 1.85828 1.2 -0.4 -0.6 -0.12
C 1.50558 -3.10618 2.62028 -0.8 -0.3 0.6 -0.30
C 0.80788 -4.28708 2.91138 0.2 0.1 0.0 -0.03
C -0.39872 -4.21288 3.56738 0.0 0.1 0.0 -0.06
C -0.87172 -2.96338 3.93888 0.0 -0.1 0.0 -0.05
C -0.09802 -1.85638 3.63468 -0.4 0.0 0.4 -0.13
N 1.05568 -1.90838 3.00138 0.4 0.0 0.0 0.12
H 6.45898 -1.53608 -1.51802 -0.1 0.0 0.1 0.04
H 6.43348 -2.90328 -0.49042 0.0 0.0 0.0 0.07
H 3.13328 -4.21078 1.73898 0.0 0.2 -0.1 0.11
H 1.21218 -5.23418 2.58138 0.0 0.0 0.0 0.11
H -0.97382 -5.10488 3.77518 0.0 0.0 0.0 0.10
H -1.81952 -2.85128 4.43988 -0.1 0.1 0.0 0.10
H -0.42672 -0.87188 3.92948 -0.1 0.2 0.0 0.09
O -0.87822 -0.13718 0.48468 -0.7 0.5 0.0 -0.05
C -2.05662 -0.92908 0.43078 0.1 -1.1 -0.3 -0.31
C -1.54912 -2.46398 0.46008 -0.4 1.0 0.0 -0.63
O -2.42452 -3.31838 0.38308 -0.6 -0.5 -0.1 0.02
O -0.32602 -2.57338 0.56548 0.2 -1.0 -0.2 -0.05
C -2.94332 -0.69858 1.61908 0.0 0.2 0.5 -0.14
C -4.13192 -1.41228 1.76638 0.0 0.0 -0.1 -0.01
C -4.95252 -1.18728 2.85568 -0.1 0.0 0.0 -0.08
C -4.60512 -0.24998 3.81788 0.0 0.0 0.2 -0.11
C -3.40952 0.43572 3.69618 -0.2 0.2 0.2 -0.09
C -2.58872 0.21962 2.60578 0.0 -0.1 -0.4 -0.04
C -2.78302 -0.61268 -0.86642 -0.1 0.2 0.0 -0.13
C -2.71052 -1.42908 -1.98612 -0.1 -0.1 0.0 -0.04
C -3.28832 -1.03118 -3.18192 0.0 0.0 0.0 -0.08
C -3.93932 0.18802 -3.27362 -0.1 0.0 -0.2 -0.11
C -4.02742 1.00812 -2.16262 0.0 0.2 0.0 -0.10
C -3.45222 0.60732 -0.96862 0.0 -0.1 0.0 -0.05
H -1.13462 0.77792 0.32778 0.2 0.1 0.0 0.08
H -4.38382 -2.15988 1.02958 0.0 0.0 -0.1 0.12
H -5.87482 -1.74138 2.96428 -0.1 -0.1 -0.1 0.10
H -5.26052 -0.06118 4.65748 0.0 0.0 0.1 0.09
H -3.11272 1.15512 4.44938 0.0 0.0 0.0 0.10
H -1.66512 0.77102 2.51928 0.1 -0.1 0.0 0.09
H -2.20082 -2.37698 -1.92102 0.0 -0.1 0.0 0.10
H -3.21412 -1.66948 -4.05322 0.0 0.0 0.0 0.10
H -4.37852 0.50132 -4.21102 0.0 0.0 -0.1 0.09
H -4.52352 1.96892 -2.23192 0.0 0.0 0.0 0.10
H -3.53022 1.25032 -0.09942 0.0 0.0 0.1 0.12
C 1.52488 -3.97618 -4.07012 0.1 -0.1 0.2 -0.07
N 1.31288 -2.67718 -4.63712 0.0 0.4 -0.2 -0.18
C 1.17008 -2.45658 -6.05932 -0.1 0.0 -0.2 -0.14
C 0.94758 -0.93828 -6.13212 0.1 0.1 -0.3 -0.16
N 0.41268 -0.66598 -4.81642 0.0 -0.1 -0.1 0.01
C 0.78988 -1.63918 -3.92542 -0.1 0.0 0.1 -0.81
S 0.59118 -1.56668 -2.30612 0.0 0.0 0.2 0.82
H 2.38328 -4.45398 -4.54592 0.0 0.0 0.0 0.09
H 0.64618 -4.62278 -4.17772 0.0 0.0 0.0 0.09
H 1.72158 -3.83768 -3.00672 0.0 -0.1 -0.1 0.06
H 0.30248 -3.00268 -6.46102 0.1 0.0 0.0 0.12
H 2.06778 -2.77968 -6.59512 -0.1 0.0 0.0 0.12
H 0.23648 -0.64868 -6.91012 0.1 -0.1 0.0 0.11
H 1.89668 -0.40968 -6.30572 -0.1 -0.1 0.0 0.12
H 0.29928 0.27372 -4.47432 0.0 -0.1 0.1 0.12
N -2.29952 4.38092 -3.65542 0.0 0.0 0.0 0.16
C -1.33882 4.01282 -3.14032 -1.0 0.5 -0.5 -0.20
C -0.17892 3.54062 -2.50612 1.3 -0.6 0.7 -0.21
C 1.05328 4.20612 -2.59362 -0.4 -0.2 0.0 -0.02
C 2.14648 3.63482 -1.97192 0.0 0.0 0.0 -0.04
C 1.97778 2.44972 -1.25862 0.1 0.2 -0.2 -0.14
N 0.80548 1.84272 -1.14342 0.2 -0.4 0.3 0.11
C -0.23572 2.35292 -1.75582 -0.3 0.5 -0.5 -0.07
H 1.12468 5.13532 -3.14452 0.0 0.0 0.0 0.12
H 3.12258 4.09192 -2.03002 0.1 0.0 0.0 0.11
H 2.80788 1.95222 -0.78172 0.2 -0.1 0.2 0.03
H -1.16862 1.80842 -1.67592 -0.2 -0.1 -0.1 0.11
O 0.33898 1.51642 3.70068 -0.5 -0.4 0.2 0.10
C 1.27008 1.77032 2.78948 0.4 0.6 0.3 -0.47
O 1.43708 1.11702 1.80528 0.0 -0.1 -0.3 0.13
C 2.09268 3.04452 3.09968 -0.1 -0.4 -0.3 -0.21
N 1.60858 3.63342 4.35438 0.3 0.1 0.3 -0.04
C 0.99188 4.92802 4.06118 -0.3 0.4 0.1 -0.20
C 0.62258 4.84022 2.58168 0.2 0.0 0.1 -0.16
C 1.82268 4.09062 2.00978 0.0 -0.1 0.1 -0.12
H 3.14568 2.75592 3.12998 -0.1 0.0 0.1 0.16
H 2.33038 3.70582 5.05998 -0.1 -0.1 -0.1 0.12
H 0.42408 2.20962 4.39618 0.2 0.0 -0.2 0.10
H 1.69478 5.75872 4.21168 -0.1 -0.1 0.0 0.11
H 0.12868 5.08032 4.71528 0.1 0.1 -0.1 0.11
H 0.48428 5.82162 2.13358 -0.1 0.0 0.0 0.11
H -0.28572 4.25322 2.44898 -0.1 0.0 0.0 0.12
H 2.67188 4.76892 1.91318 0.1 0.0 0.0 0.12
H 1.64398 3.61612 1.04838 0.0 0.0 0.0 0.09
```
Forces are in eV/Å.

energy above the lowest of the compared OMol25 structures with the same formula, charge and spin	252.5	kJ/mol
highest occupied orbital energy	-3.89	eV
Kohn-Sham gap	5.8	eV
total charge	-1
molecular weight	764.89	u

---

Number 1: LUMO level -4.75 eV. Number 2: LUMO level -3.61 eV. Number 3: LUMO level 1.90 eV.